Entry 1:
79
Properties=species:S:1:pos:R:3:mulliken_spin:R:1 method="wB97M-V/def2-TZVPD" lumo_energy_ev="-0.324 / -1.688" multiplicity=6 homo_lumo_gap_ev="7.6 / 6.3" e_homo_ev="-7.94 / -7.99" e_above_lowest_kcal_mol=1.9
Fe -0.63 -1.09 -0.21 4.18
O -3.55 -3.87 0.06 0.02
C -2.97 -2.85 0.31 0.01
O -2.03 -2.36 -0.48 0.14
C -3.35 -2.00 1.49 0.00
C -4.48 -2.40 2.19 -0.01
C -4.96 -1.62 3.23 0.01
C -4.37 -0.42 3.56 0.00
C -3.26 -0.03 2.84 0.03
C -2.66 -0.83 1.84 -0.02
O -1.49 -0.48 1.34 0.14
N -2.75 1.31 3.11 0.00
O -2.73 1.70 4.25 0.00
O -2.37 1.96 2.15 0.00
N -6.14 -2.06 3.97 0.00
O -6.54 -1.33 4.86 0.00
O -6.64 -3.12 3.66 0.00
H -4.97 -3.32 1.91 0.00
H -4.77 0.20 4.35 0.00
C -1.50 3.63 -1.25 0.00
Si 0.00 3.65 -0.13 0.01
C -0.42 4.38 1.54 0.00
C 1.35 4.74 -0.87 0.01
As 0.76 1.39 -0.01 0.08
Si 1.99 1.33 2.02 0.00
C 0.78 1.50 3.45 0.00
C 2.83 -0.33 2.20 0.00
C 3.29 2.68 2.12 0.00
Si 2.35 1.38 -1.76 -0.03
C 1.35 1.85 -3.30 0.00
C 3.83 2.55 -1.68 0.01
C 3.02 -0.35 -1.97 0.01
H -1.99 4.60 -1.25 0.00
H -2.22 2.88 -0.91 0.00
H -1.23 3.39 -2.28 0.00
H -0.57 5.45 1.39 0.00
H 0.39 4.28 2.26 0.00
H -1.32 3.96 1.97 0.00
H 1.05 5.78 -0.72 0.00
H 1.48 4.58 -1.94 0.00
H 2.31 4.60 -0.38 0.00
H 0.28 0.55 3.60 0.00
H 0.02 2.26 3.30 0.00
H 1.34 1.74 4.36 0.00
H 2.11 -1.13 2.34 0.00
H 3.46 -0.29 3.09 0.00
H 3.47 -0.60 1.35 0.00
H 2.84 3.68 2.14 0.00
H 4.00 2.65 1.30 0.00
H 3.85 2.55 3.05 0.00
H 1.16 2.92 -3.34 0.00
H 0.38 1.36 -3.29 0.00
H 1.90 1.58 -4.21 0.00
H 3.63 3.48 -2.21 0.00
H 4.67 2.05 -2.17 0.00
H 4.15 2.81 -0.67 0.00
H 2.24 -1.11 -1.95 0.00
H 3.75 -0.60 -1.20 0.00
H 3.53 -0.41 -2.93 0.00
N -1.49 -2.58 -3.21 0.01
C -0.81 -1.44 -3.24 0.00
N -0.40 -0.95 -4.43 0.00
O -0.56 -0.77 -2.20 0.07
H -1.67 -3.11 -4.05 0.00
H -1.79 -2.92 -2.30 0.00
H -0.42 -1.53 -5.25 0.00
H 0.25 -0.18 -4.41 0.00
C 3.10 -3.94 -2.51 0.00
S 1.38 -3.65 -2.96 0.00
C 0.53 -4.44 -1.64 0.05
C 0.45 -4.02 -0.38 -0.02
S 1.15 -2.58 0.31 0.25
S -0.46 -5.07 0.71 0.00
C -0.99 -6.24 -0.46 0.00
S -1.94 -7.52 -0.13 0.00
S -0.33 -5.91 -2.05 0.01
H 3.70 -3.52 -3.32 0.00
H 3.30 -5.00 -2.43 0.00
H 3.34 -3.43 -1.58 0.00

---

Entry 2:
160
Properties=species:S:1:pos:R:3:lowdin_charge:R:1 method="wB97M-V/def2-TZVPD" lumo_energy_ev=0.444 homo_lumo_gap_ev=7.5 e_homo_ev=-7.10 e_above_lowest_kcal_mol=902.5
C 2.87 3.44 4.58 -0.17
O 2.30 2.32 5.13 -0.16
C 1.15 2.64 6.00 -0.17
C -0.03 3.34 5.37 -0.24
N -0.52 2.53 4.30 -0.04
C -1.00 3.24 3.11 -0.16
C -1.31 2.23 2.00 -0.13
O -0.08 1.46 1.67 -0.19
C -0.20 0.35 0.79 -0.16
H 3.29 4.10 5.34 0.09
H 2.27 3.96 3.84 0.07
H 3.80 3.26 4.04 0.08
H 1.42 3.16 6.92 0.12
H 0.80 1.66 6.30 0.12
H 0.38 4.30 5.06 0.11
H -0.89 3.46 6.02 0.13
H 0.28 1.99 4.00 0.08
H -0.28 4.00 2.79 0.09
H -1.90 3.82 3.29 0.08
H -1.66 2.78 1.13 0.08
H -2.11 1.53 2.25 0.09
H -0.45 0.63 -0.24 0.01
H -0.97 -0.30 1.21 0.10
H 0.73 -0.22 0.75 0.02
C -3.49 -1.89 -1.61 -0.09
O -3.70 -0.70 -0.90 -0.13
C -2.81 -0.19 0.05 -0.18
C -3.33 1.17 0.66 -0.11
N -3.44 2.32 -0.31 -0.04
C -4.17 3.47 0.14 -0.21
C -3.49 4.27 1.25 -0.20
O -3.14 3.76 2.53 -0.30
C -4.36 3.53 3.33 -0.01
H -3.09 -2.62 -0.91 0.08
H -2.76 -1.94 -2.42 0.05
H -4.42 -2.29 -2.00 0.11
H -1.82 -0.02 -0.38 0.06
H -2.74 -0.91 0.86 0.13
H -2.73 1.44 1.52 0.01
H -4.30 0.88 1.06 0.12
H -3.97 2.00 -1.11 0.11
H -5.16 3.32 0.56 0.11
H -4.28 4.02 -0.80 0.13
H -4.07 5.18 1.41 0.12
H -2.57 4.68 0.83 0.12
H -3.95 3.07 4.23 0.10
H -4.81 2.66 2.85 0.08
H -5.15 4.28 3.41 0.10
C 2.97 -5.85 -1.41 -0.11
O 1.62 -5.71 -1.13 -0.22
C 0.98 -4.71 -1.92 -0.17
C -0.49 -4.70 -1.55 -0.19
N -1.30 -3.75 -2.28 -0.05
C -1.09 -3.63 -3.74 -0.15
C -2.20 -2.93 -4.54 -0.23
O -1.90 -2.82 -5.92 -0.17
C -2.02 -4.12 -6.56 -0.09
H 3.47 -4.99 -0.97 0.00
H 3.27 -5.94 -2.45 0.11
H 3.20 -6.74 -0.82 0.12
H 1.14 -4.89 -2.98 0.12
H 1.48 -3.76 -1.76 0.12
H -0.68 -4.59 -0.49 0.07
H -0.92 -5.66 -1.84 0.14
H -1.21 -2.89 -1.77 -0.29
H -0.88 -4.59 -4.22 0.10
H -0.15 -3.10 -3.87 0.10
H -2.40 -1.94 -4.13 0.08
H -3.17 -3.36 -4.32 0.12
H -1.95 -3.91 -7.63 0.08
H -2.95 -4.63 -6.33 0.09
H -1.21 -4.81 -6.36 0.07
C 5.46 -2.06 0.15 -0.11
O 4.47 -2.78 0.87 -0.16
C 3.58 -3.51 -0.01 -0.21
C 2.47 -4.19 0.75 -0.15
N 1.47 -3.27 1.32 -0.05
C 0.15 -3.83 1.83 -0.07
C -0.57 -2.65 2.60 -0.21
O 0.33 -2.22 3.64 -0.19
C -0.36 -1.27 4.45 -0.10
H 5.89 -2.64 -0.66 0.09
H 6.26 -1.75 0.82 0.09
H 5.02 -1.20 -0.34 0.06
H 4.11 -4.25 -0.61 0.08
H 3.19 -2.80 -0.73 0.10
H 2.86 -5.00 1.36 0.15
H 1.89 -4.56 -0.09 0.05
H 1.78 -2.73 2.12 0.11
H 0.19 -4.80 2.32 0.14
H -0.42 -3.97 0.91 0.07
H -1.40 -3.21 3.02 0.00
H -0.97 -1.87 1.95 0.10
H -0.71 -0.32 4.05 0.07
H 0.38 -1.01 5.21 0.08
H -1.12 -1.85 4.97 0.09
C 1.80 -0.74 -5.58 -0.11
O 2.45 -0.64 -4.34 -0.18
C 1.62 -0.36 -3.19 -0.15
C 2.45 -0.18 -1.88 -0.08
N 1.77 0.70 -0.91 -0.07
C 2.41 0.75 0.39 -0.14
C 2.27 2.12 0.93 -0.11
O 2.56 3.11 -0.08 -0.30
C 3.92 3.28 -0.58 0.01
H 1.19 0.13 -5.84 0.08
H 1.12 -1.59 -5.61 0.08
H 2.58 -0.83 -6.33 0.09
H 0.96 -1.21 -2.99 0.10
H 0.97 0.47 -3.45 0.10
H 3.37 0.29 -2.22 0.12
H 2.73 -1.13 -1.43 0.10
H 1.88 1.64 -1.26 0.12
H 3.48 0.60 0.28 0.13
H 2.11 0.03 1.15 0.15
H 2.79 2.43 1.84 0.15
H 1.24 2.39 1.16 0.07
H 3.99 4.24 -1.09 0.11
H 4.21 2.46 -1.25 0.09
H 4.60 3.34 0.27 0.10
C 0.86 7.59 0.48 -0.08
O 1.62 6.48 -0.01 -0.18
C 1.91 5.40 0.88 -0.18
C 0.78 4.41 0.83 -0.21
N 0.66 3.85 -0.49 0.00
C -0.42 2.93 -0.76 -0.16
C -0.43 2.48 -2.25 -0.09
O -1.20 1.27 -2.29 -0.30
C -2.06 1.20 -3.44 -0.02
H 0.41 8.17 -0.32 0.08
H 1.50 8.23 1.08 0.08
H 0.04 7.16 1.06 0.07
H 2.18 5.65 1.90 0.12
H 2.79 4.86 0.52 0.09
H -0.09 5.02 1.09 0.11
H 0.87 3.60 1.55 0.07
H 1.50 3.30 -0.59 -0.08
H -1.43 3.27 -0.53 0.10
H -0.17 2.13 -0.06 0.08
H 0.54 2.11 -2.57 0.10
H -0.73 3.22 -3.00 0.13
H -1.45 1.27 -4.34 0.09
H -2.73 2.06 -3.38 0.10
H -2.53 0.21 -3.47 0.09
C -2.34 -4.32 1.14 -0.62
O -2.04 -3.84 2.23 -0.01
N -1.91 -3.85 0.01 0.03
N -2.93 -5.51 0.95 0.20
H -1.54 -2.92 -0.05 0.00
H -2.09 -4.43 -0.80 0.10
H -2.92 -5.84 -0.01 0.11
H -3.32 -6.03 1.72 0.11
C -0.32 -1.38 -0.81 -0.52
O -1.05 -2.36 -1.02 0.09
N -0.37 -0.19 -1.29 0.04
N 0.71 -1.46 -0.07 0.18
H -1.11 0.02 -1.94 0.06
H 0.33 0.50 -1.09 0.03
H 1.26 -0.63 0.09 0.04
H 1.08 -2.35 0.24 0.04

---

Entry 3:
19
Properties=species:S:1:pos:R:3:lowdin_charge:R:1 method="wB97M-V/def2-TZVPD" lumo_energy_ev=3.894 homo_lumo_gap_ev=6.9 e_homo_ev=-3.05 e_above_lowest_kcal_mol=7.7 charge=-1
C 2.35 0.55 -1.94 -0.16
C 0.95 -0.11 -1.90 -0.36
C 0.66 -0.83 -0.52 -0.72
S -0.98 -1.59 -0.51 0.30
H 2.52 1.05 -2.90 0.05
H 3.14 -0.24 -1.81 0.07
H 2.48 1.30 -1.12 0.06
H 0.12 0.60 -2.12 0.08
H 0.92 -0.88 -2.69 0.08
H 0.76 -0.12 0.35 0.06
H 1.39 -1.64 -0.38 0.03
H -1.18 -1.42 1.58 -0.04
N -2.34 0.92 1.31 -0.02
C -1.49 0.44 2.40 -0.41
O -1.30 -0.98 2.53 -0.22
H -3.32 0.94 1.57 0.04
H -2.17 0.33 0.48 -0.03
H -0.49 0.88 2.35 0.08
H -2.00 0.80 3.33 0.10

---

Entry 4:
14
Properties=species:S:1:pos:R:3:lowdin_charge:R:1 method="wB97M-V/def2-TZVPD" lumo_energy_ev=0.983 homo_lumo_gap_ev=10.7 e_homo_ev=-9.76 smiles="CC1(C=O)CC1" e_above_lowest_kcal_mol=35.7
C 1.37 0.24 0.65 -0.02
C 0.05 0.12 -0.13 -0.44
C -0.45 1.36 -0.75 -0.23
O 0.00 2.46 -0.50 0.05
C -0.40 -1.22 -0.66 -0.09
C -1.06 -0.68 0.55 -0.07
H 2.09 -0.49 0.26 0.08
H 1.74 1.25 0.52 0.07
H 1.33 0.07 1.74 0.09
H -1.32 1.23 -1.43 0.14
H -0.97 -1.20 -1.59 0.11
H 0.29 -2.06 -0.59 0.11
H -0.53 -0.76 1.49 0.09
H -2.11 -0.41 0.52 0.11

---

Entry 5:
50
Properties=species:S:1:pos:R:3:lowdin_charge:R:1 method="wB97M-V/def2-TZVPD" lumo_energy_ev=0.045 homo_lumo_gap_ev=8.9 e_homo_ev=-8.87 smiles=C[C@@H](CN)NCCN.O.O.O.O.O.O.O.O.O e_above_lowest_kcal_mol=34.5
C -1.10 -2.51 2.24 -0.05
C -0.33 -1.19 2.06 -0.38
C 1.17 -1.58 1.84 -0.23
N 1.95 -0.32 1.80 -0.01
N -0.83 -0.32 0.98 -0.05
C -2.16 0.32 1.14 -0.19
C -3.16 0.05 0.00 -0.27
N -3.35 -1.41 -0.18 0.01
H -0.57 -3.45 2.10 0.07
H -1.89 -2.61 1.50 0.05
H -1.57 -2.41 3.25 0.09
H -0.37 -0.58 2.95 0.12
H 1.62 -1.79 2.87 0.14
H 1.36 -2.36 1.12 0.08
H 1.79 0.05 0.85 0.04
H 2.94 -0.52 1.88 0.08
H -0.63 -0.70 0.07 0.09
H -1.98 1.40 1.36 0.10
H -2.69 -0.04 2.05 0.13
H -3.01 0.60 -0.94 0.07
H -4.15 0.39 0.32 0.11
H -3.77 -1.52 -1.11 0.08
H -2.45 -1.87 -0.27 0.00
O 1.79 3.34 0.30 -0.07
H 1.71 4.23 0.69 0.10
H 1.17 2.79 0.83 0.02
O 2.26 0.41 -3.02 -0.08
H 2.94 0.45 -2.29 0.01
H 2.80 0.77 -3.73 0.05
O 0.54 2.11 2.30 -0.09
H 0.09 1.47 1.69 0.00
H 0.77 1.33 2.85 0.04
O 3.29 1.33 -0.83 -0.05
H 2.56 1.91 -0.52 0.02
H 4.11 1.76 -0.57 0.08
O -1.08 2.25 -1.51 -0.06
H -0.75 2.39 -0.61 0.03
H -0.34 2.63 -2.03 0.01
O 1.57 -1.72 -0.90 -0.06
H 2.10 -0.93 -0.94 0.01
H 1.50 -2.10 -1.79 0.06
O -1.13 -3.49 -1.35 -0.05
H -0.46 -3.51 -0.65 0.03
H -0.90 -4.30 -1.84 0.06
O -2.17 0.06 -2.78 -0.09
H -1.75 -0.68 -2.34 0.01
H -1.78 0.87 -2.38 -0.01
O 1.18 3.24 -2.31 -0.06
H 1.68 3.32 -1.47 0.01
H 1.48 2.41 -2.70 0.03

---

Entry 6:
9
Properties=species:S:1:pos:R:3:lowdin_charge:R:1 method="wB97M-V/def2-TZVPD" lumo_energy_ev=-1.867 homo_lumo_gap_ev=8.5 e_homo_ev=-10.37 smiles=N#Cc1nncnn1 e_above_lowest_kcal_mol=37.8
N 3.52 0.00 0.17 0.14
C 2.31 -0.08 -0.10 -0.07
C 0.78 -0.21 -0.18 -0.41
N 0.31 1.09 -0.11 0.11
N -1.01 1.19 0.00 0.05
C -1.79 0.05 0.00 -0.18
N -1.24 -1.13 0.13 0.09
N 0.10 -1.18 -0.18 0.10
H -2.99 0.27 0.27 0.18

---

Entry 7:
7
Properties=species:S:1:pos:R:3:lowdin_charge:R:1 method="wB97M-V/def2-TZVPD" lumo_energy_ev="-4.233 / -4.304" homo_lumo_gap_ev="4.6 / 4.3" e_homo_ev="-8.80 / -8.65" e_above_lowest_kcal_mol=117.0
C 0.42 1.11 0.08 -0.40
C 0.19 2.29 0.02 -0.05
C 0.52 -0.33 0.00 -0.63
S -2.40 -0.43 -0.66 0.32
S -0.98 -1.19 0.46 0.55
H 0.95 -0.82 -0.82 0.06
H 1.30 -0.63 0.92 0.15

---

Entry 8:
124
Properties=species:S:1:pos:R:3:lowdin_charge:R:1 method="wB97M-V/def2-TZVPD" lumo_energy_ev=-0.413 homo_lumo_gap_ev=9.4 e_homo_ev=-9.84
C 2.67 3.60 -0.08 0.09
C 1.60 3.10 -0.69 -0.05
C 0.61 2.06 -1.46 -0.25
C -0.85 2.62 -0.96 -0.08
C -1.74 3.28 -2.14 -0.15
O -3.14 3.29 -1.67 -0.19
C -3.82 2.06 -2.10 -0.09
C -4.69 1.40 -0.88 -0.21
F -3.68 0.86 0.04 0.00
F -5.41 2.49 -0.28 0.00
C -5.61 0.17 -1.36 -0.16
F -6.26 0.61 -2.59 0.03
F -4.87 -1.01 -1.73 0.00
C -6.79 -0.26 -0.36 -0.19
F -7.03 -1.68 -0.59 0.05
F -8.02 0.42 -0.67 0.08
C -6.47 -0.11 1.21 -0.12
F -7.05 1.13 1.67 -0.06
F -7.23 -1.17 1.88 -0.15
C 1.05 2.28 -3.00 -0.30
O 1.57 3.32 -3.49 0.09
N 0.72 0.96 -3.61 0.05
C 1.27 -0.04 -2.59 -0.19
C 0.68 -1.44 -3.17 -0.21
C 1.84 -2.58 -3.25 -0.04
F 0.23 -1.26 -4.56 -0.15
C 0.81 0.47 -1.12 -0.16
C 1.81 0.21 0.13 -0.14
C 2.18 -1.35 0.38 -0.20
C 1.35 -2.05 1.57 -0.23
C -0.25 -1.83 1.50 -0.22
S -1.09 -3.00 0.31 0.74
O -1.70 -4.19 1.04 -0.33
O -0.11 -3.58 -0.71 -0.38
O -2.37 -2.15 -0.38 -0.24
H 3.48 4.20 0.45 -0.02
H -1.35 1.75 -0.41 0.11
H -0.69 3.46 -0.17 0.13
H -1.42 4.39 -2.29 0.16
H -1.70 2.74 -3.15 0.12
H -4.45 2.29 -3.03 0.11
H -3.05 1.24 -2.39 0.14
H -5.38 -0.27 1.52 0.19
H -0.33 1.03 -3.62 0.12
H 2.42 -0.06 -2.65 0.17
H -0.26 -1.80 -2.59 0.11
H 2.76 -2.22 -2.64 0.07
H 1.50 -3.60 -2.83 0.07
H 2.21 -2.74 -4.33 0.09
H -0.22 -0.07 -0.99 0.13
H 1.48 0.75 1.10 0.13
H 2.82 0.72 -0.17 0.12
H 2.11 -1.97 -0.59 0.07
H 3.30 -1.37 0.70 0.07
H 1.52 -3.20 1.49 0.11
H 1.75 -1.70 2.59 0.07
H -0.67 -2.12 2.56 0.05
H -0.56 -0.72 1.34 0.11
H -2.08 -1.59 -1.15 0.04
C 0.32 -0.44 -8.19 -2.00
Cl 1.73 -1.51 -8.12 0.52
Cl -1.13 -1.33 -7.66 0.47
Cl 0.58 0.96 -7.12 0.53
Cl 0.08 0.13 -9.86 0.52
C 6.83 4.64 0.17 -1.99
Cl 5.62 5.50 1.16 0.49
Cl 8.23 4.22 1.17 0.51
Cl 6.10 3.15 -0.48 0.53
Cl 7.34 5.69 -1.17 0.53
C 5.00 4.66 5.11 -2.01
Cl 3.93 3.25 4.93 0.51
Cl 6.36 4.52 3.97 0.47
Cl 4.09 6.15 4.76 0.52
Cl 5.62 4.73 6.77 0.52
C 1.58 -2.72 5.76 -1.98
Cl 2.21 -1.10 5.38 0.53
Cl 2.86 -3.93 5.53 0.48
Cl 1.03 -2.76 7.45 0.52
Cl 0.21 -3.09 4.69 0.59
C -2.69 -3.94 -4.43 -1.97
Cl -1.43 -4.76 -3.48 0.56
Cl -3.50 -2.73 -3.42 0.57
Cl -1.94 -3.14 -5.83 0.47
Cl -3.88 -5.13 -5.00 0.53
C 5.47 -3.76 1.23 -1.98
Cl 6.09 -2.14 0.84 0.52
Cl 6.75 -4.96 0.98 0.52
Cl 4.93 -3.80 2.92 0.46
Cl 4.09 -4.13 0.16 0.57
C 3.39 -6.97 8.54 -2.01
Cl 2.32 -8.38 8.38 0.52
Cl 4.74 -7.13 7.39 0.51
Cl 2.47 -5.49 8.19 0.46
Cl 4.03 -6.90 10.20 0.52
C -6.42 5.86 0.78 -1.99
Cl -5.38 6.29 2.15 0.53
Cl -7.68 7.10 0.58 0.52
Cl -5.44 5.75 -0.70 0.49
Cl -7.19 4.28 1.10 0.56
C -7.05 3.88 -5.13 -1.99
Cl -8.10 2.50 -4.73 0.54
Cl -8.05 5.25 -5.66 0.52
Cl -6.12 4.34 -3.69 0.49
Cl -5.94 3.42 -6.44 0.52
C -10.09 -0.95 4.20 -1.99
Cl -11.68 -0.16 4.09 0.51
Cl -10.24 -2.65 3.70 0.52
Cl -8.94 -0.12 3.13 0.65
Cl -9.51 -0.88 5.88 0.51
C 8.74 -3.86 4.27 -1.99
Cl 9.63 -4.58 2.91 0.48
Cl 8.11 -2.27 3.78 0.51
Cl 7.38 -4.92 4.72 0.49
Cl 9.83 -3.67 5.66 0.51
C 13.55 -5.65 2.88 -2.02
Cl 15.22 -5.79 3.46 0.52
Cl 12.54 -4.91 4.14 0.47
Cl 13.51 -4.64 1.42 0.51
Cl 12.92 -7.27 2.49 0.51
C -5.26 8.13 -4.17 -2.00
Cl -4.07 6.82 -4.37 0.49
Cl -6.05 8.45 -5.73 0.51
Cl -6.48 7.65 -2.97 0.47
Cl -4.42 9.60 -3.62 0.53

---

Entry 9:
13
Properties=species:S:1:pos:R:3:mulliken_spin:R:1 method="wB97M-V/def2-TZVPD" lumo_energy_ev="-4.650 / -5.112" multiplicity=2 homo_lumo_gap_ev="7.6 / 7.3" e_homo_ev="-12.27 / -12.46" e_above_lowest_kcal_mol=15.3 charge=+1
O 1.41 1.38 1.10 0.01
Yb -0.23 1.49 -0.18 0.09
C -2.66 -0.92 0.15 0.00
O -1.28 -0.54 0.06 -0.02
C -0.35 -1.62 0.13 0.05
C 0.95 -1.07 -0.41 0.59
O 2.09 -1.29 -0.30 0.27
H -3.25 -0.04 -0.14 0.00
H -2.85 -1.75 -0.54 0.00
H -2.88 -1.21 1.18 0.00
H -0.68 -2.46 -0.50 0.00
H -0.20 -1.94 1.17 0.02
H 2.34 1.43 0.88 0.00

---

Entry 10:
12
Properties=species:S:1:pos:R:3:lowdin_charge:R:1 method="wB97M-V/def2-TZVPD" lumo_energy_ev=3.783 homo_lumo_gap_ev=7.2 e_homo_ev=-3.43 e_above_lowest_kcal_mol=56.9 charge=-1
O 0.39 -0.86 -2.84 -0.23
C 0.08 -0.38 -1.66 -0.78
N -0.65 0.64 -1.37 0.00
C -0.22 1.47 2.37 -0.13
O -0.26 0.99 3.52 -0.09
C 0.38 -1.39 -0.52 -0.11
H -0.73 1.23 -2.22 0.01
H 0.06 2.54 2.27 0.06
H -0.64 0.95 1.39 0.09
H -0.47 -2.02 -0.22 0.04
H 0.99 -0.88 0.28 0.04
H 1.06 -2.28 -1.01 0.09

---

Entry 11:
13
Properties=species:S:1:pos:R:3:lowdin_charge:R:1 method="wB97M-V/def2-TZVPD" lumo_energy_ev=0.935 homo_lumo_gap_ev=10.0 e_homo_ev=-9.09 smiles="C=C=N[C@H](C)O" e_above_lowest_kcal_mol=46.3
C 0.11 1.19 2.18 0.01
C 0.58 0.38 1.25 -0.20
N 1.05 -0.38 0.43 0.13
C 0.45 -0.56 -0.91 -0.47
C -0.91 0.07 -1.09 -0.05
O 0.32 -1.94 -1.13 -0.02
H -0.64 0.83 2.87 0.06
H 0.47 2.21 2.25 0.05
H 1.17 -0.12 -1.61 0.14
H -1.28 -0.15 -2.09 0.08
H -1.62 -0.34 -0.36 0.09
H -0.86 1.16 -0.96 0.08
H 1.14 -2.35 -0.84 0.10

---

| no. | total energy (a.u.) | M (g/mol) |
| --- | --- | --- |
| 1 | -8001.71821 | 847.90 |
| 2 | -3105.90247 | 919.26 |
| 3 | -687.81576 | 122.21 |
| 4 | -270.50106 | 84.12 |
| 5 | -1051.67675 | 279.33 |
| 6 | -388.52201 | 107.08 |
| 7 | -911.61867 | 102.18 |
| 8 | -26891.07996 | 2549.15 |
| 9 | -1502.01158 | 263.12 |
| 10 | -323.12761 | 88.09 |
| 11 | -286.55785 | 85.11 |